# CH9O3S

4 unconnected molecules or ions with the total composition CH9O3S at a distorted geometry (ωB97M-V/def2-TZVPD, the OMol25 dataset).

CARTESIAN COORDINATES (ANGSTROEM)
C 1.21788 1.17457 -0.82492
S 0.64186 -0.35848 -1.67537
H 1.42951 1.08279 0.24195
H 2.12727 1.53253 -1.31480
H 0.57218 2.02036 -1.00606
H 1.15941 -1.08051 0.34002
H 0.55253 -2.40268 0.51880
O 1.00954 -1.76438 1.07842
H -2.68094 0.64949 -1.54582
H -1.53308 0.00493 -0.72294
O -2.17428 0.74884 -0.73873
H -1.18380 0.02754 1.40247
H -0.21888 -1.16421 2.06539
O -0.91921 -0.47079 2.18158

Properties
* energy relative to the best compared isomer or geometry (same formula, charge and spin): 17.2 kcal/mol
* gap between HOMO and LUMO: 7.1 eV
* total charge: -1
* LUMO energy: 0.141 Eh
* total energy: -667.44217 Eh

Results of the Löwdin charge analysis, in e, for atoms 1 through 8: -0.625 0.209 0.004 -0.018 -0.013 -0.063 0.027 -0.171

=====

# CHBr2IO2S

A molecular structure, CHBr2IO2S at a distorted geometry (ωB97M-V/def2-TZVPD, the OMol25 dataset).

CARTESIAN COORDINATES (ANGSTROEM)
C -0.11536 0.88344 0.21528
O 1.43740 -1.66151 1.26944
O 1.70626 0.29331 2.65669
S 1.74523 -0.27405 1.28215
Br -0.61703 2.32432 1.21253
Br 0.53003 1.18532 -1.61300
I 3.89930 0.35807 0.18688
H -0.77867 0.00329 0.22306

Properties
* multiplicity: 3
* energy relative to the best compared isomer or geometry (same formula, charge and spin): 0.0 kcal/mol
* gap between HOMO and LUMO (alpha / beta): 7.9 / 6.2 eV
* total charge: 0
* LUMO energy (alpha / beta): -0.014 / -0.146 Eh
* <S²>: 2.017
* total energy: -6032.95163 Eh

Charge distribution, Löwdin scheme, values in e: -1.227 -0.384 -0.427 0.262 0.740 0.566 0.462 0.007

=====

# CHBr2N

A molecular structure, CHBr2N at a distorted geometry (ωB97M-V/def2-TZVPD, the OMol25 dataset).

CARTESIAN COORDINATES (ANGSTROEM)
C -0.20597 -0.16104 -0.00326
N 0.99171 -0.55028 0.09246
Br -1.74082 -1.19397 0.04693
Br -0.69009 1.83113 0.04379
H 1.64517 0.07416 -0.17993

Properties
* energy relative to the best compared isomer or geometry (same formula, charge and spin): 9.2 kcal/mol
* gap between HOMO and LUMO: 10.4 eV
* total charge: 0
* LUMO energy: -0.005 Eh
* total energy: -5241.45498 Eh

Charge distribution, Löwdin scheme, values in e: -1.222 0.043 0.704 0.474 0.001

=====

# CHBr3OSi

2 unconnected molecules or ions with the total composition CHBr3OSi at a distorted geometry (ωB97M-V/def2-TZVPD, the OMol25 dataset).

CARTESIAN COORDINATES (ANGSTROEM)
C 0.10117 -0.54757 -0.45459
O -0.63109 -0.25751 -1.35826
Si 1.83278 -1.47700 -0.67409
Br 2.53898 -2.16120 1.32151
Br 2.40407 -2.80089 -2.31958
Br 1.85256 2.07749 -0.67254
H 0.00631 -0.44228 0.59479

Properties
* energy relative to the best compared isomer or geometry (same formula, charge and spin): 67.6 kcal/mol
* gap between HOMO and LUMO (alpha / beta): 6.3 / 5.7 eV
* total charge: 0
* LUMO energy (alpha / beta): -0.103 / -0.111 Eh
* total energy: -8125.47682 Eh

Charge distribution, Löwdin scheme, values in e: -0.509 0.006 -0.044 0.353 0.392 -0.241 0.043